[1]
{"formula": "C2H5N3", "method": "ωB97M-V with the def2-TZVPD basis set", "elements": ["C", "C", "H", "H", "H", "H", "H", "N", "N", "N"], "xyz": [[-0.209265, -1.101597, -0.032695], [0.338987, 1.334505, 0.550801], [-0.966556, -1.913230, -1.803299], [-0.421932, -1.914648, 0.806360], [0.355330, -0.296411, 1.598395], [0.356796, 2.043877, 1.409206], [0.249158, 1.193677, -1.284719], [-0.444374, -1.113042, -1.343125], [0.236198, -0.030140, 0.692499], [0.505658, 1.797009, -0.593425]], "forces_ev_per_a": [[-1.9, -1.7, -2.4], [0.8, 0.4, -1.5], [1.1, 0.9, 1.6], [0.3, 0.9, -2.3], [0.3, -0.9, 3.0], [0.2, -1.3, -0.1], [-0.1, -2.5, -2.5], [0.1, 0.0, 2.9], [-0.5, -0.1, 0.2], [-0.3, 4.3, 1.3]], "mulliken_charge": [0.24, 0.04, 0.23, 0.21, 0.17, 0.31, 0.33, -0.64, -0.26, -0.62], "multiplicity": 1, "smiles": "[H]/N=C\\N/C=N/[H]", "e_lumo_ev": 0.65, "gap_ev": 9.8, "e_homo_ev": -9.19, "charge": 0}

---

[2]
{"formula": "C13H20AsIN4O3STi", "method": "ωB97M-V with the def2-TZVPD basis set", "elements": ["Ti", "N", "C", "S", "N", "N", "C", "C", "C", "C", "C", "C", "C", "O", "H", "H", "H", "H", "H", "H", "H", "C", "As", "C", "C", "O", "H", "H", "H", "H", "H", "H", "H", "H", "H", "N", "C", "O", "C", "I", "H", "H", "H", "H"], "xyz": [[-0.885091, 0.021641, -0.646173], [-3.881979, -0.554104, 1.998136], [-2.862657, -0.844036, 1.160695], [-3.152858, -0.658348, -0.565382], [-1.744643, -1.265026, 1.709893], [-0.752900, -1.439059, 0.731896], [0.017900, -2.449057, 0.812809], [1.011511, -2.745667, -0.224293], [1.900488, -3.806403, -0.021000], [2.804340, -4.173767, -0.995537], [2.811898, -3.484074, -2.209627], [1.934913, -2.440371, -2.436446], [1.039842, -2.060848, -1.445741], [0.198642, -1.027929, -1.671545], [-4.795792, -0.412513, 1.605623], [-3.813944, -0.855384, 2.956262], [-0.117849, -3.136063, 1.647035], [1.863271, -4.346575, 0.919848], [3.487540, -4.994464, -0.827116], [3.506583, -3.771033, -2.989542], [1.921060, -1.906450, -3.376584], [1.269929, 3.069363, 2.121048], [0.789545, 1.308912, 1.645224], [2.210154, 0.646368, 0.567396], [0.590492, 0.348476, 3.253794], [-0.650261, 1.435811, 0.722691], [2.203783, 3.056321, 2.679175], [0.477611, 3.496689, 2.729683], [1.390363, 3.655085, 1.213424], [3.134887, 1.082703, 0.939861], [2.044718, 0.973944, -0.456953], [2.268876, -0.439304, 0.599138], [1.473676, 0.552019, 3.857493], [0.471554, -0.712731, 3.067947], [-0.302141, 0.733782, 3.739543], [-1.819528, 2.604605, -3.852178], [-1.642133, 2.478070, -2.541628], [-1.154315, 1.449694, -2.060330], [-2.016444, 3.646088, -1.673422], [-3.983084, 3.483505, -0.956842], [-1.633998, 1.813378, -4.448934], [-2.266051, 3.416359, -4.243767], [-1.983496, 4.578531, -2.227364], [-1.364410, 3.671862, -0.808208]], "forces_ev_per_a": [[-0.9, 0.9, -0.6], [-0.1, 0.0, -0.1], [0.1, -0.4, 0.3], [-0.1, 0.1, 0.3], [0.1, -0.1, -0.3], [-0.5, -0.2, 0.8], [0.6, -0.5, -0.3], [-0.3, -0.1, 0.7], [0.1, -0.1, 0.0], [0.0, 0.1, 0.0], [0.0, 0.0, 0.0], [0.2, -0.1, -0.1], [-0.5, 0.6, -0.1], [1.0, -0.8, -0.3], [0.0, 0.0, 0.0], [0.0, 0.0, 0.0], [0.1, -0.1, 0.0], [0.0, 0.0, -0.1], [0.0, 0.0, 0.0], [0.0, 0.0, 0.0], [0.0, 0.0, 0.0], [0.0, 0.4, 0.1], [-0.7, 0.4, -0.5], [0.1, -0.2, -0.1], [-0.1, -0.2, 0.2], [1.0, -0.2, 0.3], [0.0, 0.0, 0.0], [0.0, 0.1, 0.0], [0.0, 0.1, 0.0], [0.1, -0.1, 0.0], [0.0, 0.0, -0.1], [0.0, 0.0, 0.0], [0.0, -0.1, 0.1], [0.0, 0.0, 0.0], [0.0, 0.0, 0.1], [-0.1, 0.0, -0.1], [-0.1, 0.3, 0.2], [0.0, 0.3, -0.5], [0.4, 0.0, -0.3], [-0.5, -0.2, 0.2], [0.0, 0.0, 0.0], [0.0, 0.0, 0.0], [0.2, 0.0, 0.0], [0.1, 0.0, 0.0]], "mulliken_charge": [0.67, -0.44, 0.69, -0.41, -1.14, 1.02, -0.72, 0.48, -0.80, -0.74, -0.43, -0.60, 0.86, -0.36, 0.21, 0.24, 0.37, 0.40, 0.42, 0.41, 0.46, -1.19, 0.87, -1.09, -1.07, -0.49, 0.44, 0.39, 0.35, 0.52, 0.37, 0.25, 0.45, 0.32, 0.37, -0.35, 0.65, -0.71, -0.85, 0.15, 0.26, 0.22, 0.48, 0.08], "multiplicity": 2, "e_lumo_ev": [-2.46, -2.74], "gap_ev": [7.6, 8.2], "e_homo_ev": [-10.11, -10.94], "charge": 1}

---

In order of appearance, energy relative to the best compared isomer or geometry (same formula, charge and spin) = 1.361, 0.000 eV.